1.
An isolated ion of composition C10H12ClN4 and charge +1, computed with ωB97M-V with the def2-TZVPD basis set.

The geometry in ORCA input format:
```
! wB97M-V def2-TZVPD RIJCOSX def2/J DEFGRID3
* xyz 1 3
C 0.810 -0.143 -2.050
C -2.220 1.958 0.402
C -3.586 1.606 0.463
C -1.485 0.958 -0.139
C -3.287 -0.410 -0.562
C 0.823 1.816 -0.056
C 2.258 -2.174 -0.260
C 1.873 -0.601 1.682
C 0.630 -0.420 -0.596
C 1.954 -0.749 0.135
N 0.924 0.232 -3.127
N -4.145 0.517 -0.093
N -1.999 -0.161 -0.529
N -0.084 0.957 -0.284
Cl -3.929 -1.836 -1.221
H -1.899 2.811 1.023
H -4.296 2.102 1.087
H 1.768 1.487 -0.339
H 0.580 2.792 0.181
H 1.695 -2.937 0.291
H 3.310 -2.368 -0.040
H 2.019 -2.418 -1.309
H 1.014 -1.062 2.007
H 1.911 0.462 2.080
H 2.721 -1.239 2.037
H -0.101 -1.199 -0.602
H 2.741 0.018 -0.182
*
```

Its strongest force on any atom is 7.202 eV/Å. As for the expectation value of S²: 2.04. The value obtained for the energy is -29034.4067 eV.

2.
C10H12ClNO4Pb as an isolated structure, computed with ωB97M-V with the def2-TZVPD basis set.

The geometry in ORCA input format:
```
! wB97M-V def2-TZVPD RIJCOSX def2/J DEFGRID3
* xyz 2 1
Cl -1.870 3.828 -2.208
C -0.656 -1.348 -1.607
C 0.749 -1.533 -1.452
C 1.408 -0.567 -2.258
H 1.225 -2.321 -0.822
C 0.425 0.228 -2.924
C -0.853 -0.268 -2.517
H -1.808 0.135 -2.867
H -1.448 -1.968 -1.123
H 2.491 -0.442 -2.372
C 0.671 1.422 -3.776
Pb 0.028 0.927 -0.037
C 2.557 2.099 0.534
O 3.280 2.376 1.368
C -2.103 2.692 0.079
O -2.819 3.232 0.796
H 1.611 1.896 -3.469
H -0.147 2.139 -3.623
H 0.743 1.168 -4.851
N 0.179 -2.192 3.825
C -0.781 -1.025 3.747
C -0.720 -0.659 2.279
O -1.742 -0.355 1.612
O 0.487 -0.739 1.826
H -0.198 -2.924 3.199
H 0.376 -2.557 4.758
H 1.018 -1.800 3.314
H -1.729 -1.243 4.232
H -0.375 -0.201 4.334
*
```

Its strongest force on any atom is 4.321 eV/Å. The value obtained for the energy is -37995.3874 eV.